# 1
DFT (ωB97M-V/def2-TZVPD) results for a molecular structure, C45H50N4RhS2.

```
! RIJCOSX wB97M-V def2-TZVPD def2/J DEFGRID3
* xyz -1 1
Rh 0.170 1.677 -0.051
C -2.248 4.324 -0.267
C -1.222 4.314 0.807
N -0.311 3.405 1.012
C 0.580 3.763 1.989
C 0.300 4.973 2.588
S -1.099 5.701 1.872
C 1.702 2.919 2.292
C 2.710 3.172 3.200
S 3.795 1.829 3.293
C 2.800 0.997 2.098
N 1.801 1.704 1.684
C 3.084 -0.421 1.768
H -1.937 3.637 -1.052
H -2.341 5.330 -0.679
H -3.226 4.022 0.112
H 0.807 5.466 3.388
H 2.904 4.057 3.767
H 4.105 -0.677 2.044
H 2.935 -0.606 0.709
H 2.400 -1.080 2.307
C -0.482 -2.568 -3.935
C -0.342 -1.158 -3.357
C -1.197 -0.178 -4.164
C 1.093 -0.675 -3.338
C 1.850 -0.818 -4.489
C 3.136 -0.322 -4.580
C 3.646 0.403 -3.521
C 2.926 0.579 -2.352
C 3.547 1.416 -1.257
C 4.871 0.828 -0.756
C 3.747 2.863 -1.717
C 1.652 -0.020 -2.213
N 0.944 0.050 -1.012
C 0.523 -1.089 -0.429
C -0.527 -1.090 0.562
N -0.953 0.022 1.149
C -2.155 0.060 1.853
C -2.252 0.146 3.260
C -3.485 0.442 3.831
C -4.630 0.595 3.078
C -4.563 0.361 1.716
C -3.359 0.068 1.102
C -3.328 -0.231 -0.382
C -4.653 -0.797 -0.894
C -2.968 1.027 -1.169
C -1.149 -0.194 4.246
C -1.030 -1.720 4.381
C 0.203 0.415 3.916
C -0.915 -2.466 0.794
C -1.916 -3.105 1.511
C -1.938 -4.501 1.524
C -1.008 -5.273 0.851
C 0.005 -4.657 0.081
C 1.030 -5.278 -0.671
C 1.936 -4.503 -1.373
C 1.892 -3.108 -1.405
C 0.902 -2.457 -0.678
C 0.001 -3.263 0.067
H -1.489 -2.943 -3.759
H 0.226 -3.246 -3.462
H -0.305 -2.566 -5.009
H -0.732 -1.174 -2.337
H -0.809 -0.066 -5.174
H -1.203 0.800 -3.688
H -2.220 -0.547 -4.227
H 1.417 -1.321 -5.340
H 3.726 -0.485 -5.471
H 4.632 0.841 -3.601
H 2.832 1.441 -0.430
H 5.674 0.998 -1.473
H 4.785 -0.244 -0.591
H 5.144 1.302 0.186
H 4.341 2.913 -2.627
H 4.246 3.436 -0.937
H 2.768 3.306 -1.908
H -3.547 0.547 4.908
H -5.572 0.857 3.541
H -5.472 0.399 1.135
H -2.561 -0.990 -0.572
H -5.400 -0.016 -1.012
H -5.042 -1.548 -0.211
H -4.505 -1.255 -1.867
H -3.680 1.820 -0.948
H -2.981 0.821 -2.236
H -1.951 1.367 -0.889
H -1.466 0.188 5.226
H -0.586 -2.155 3.489
H -2.012 -2.168 4.535
H -0.399 -1.973 5.233
H 0.457 0.174 2.889
H 0.972 0.020 4.581
H 0.165 1.499 4.023
H -2.669 -2.547 2.047
H -2.717 -4.997 2.092
H -1.056 -6.353 0.911
H 1.112 -6.357 -0.682
H 2.721 -5.002 -1.928
H 2.623 -2.563 -1.984
C 0.601 2.916 -1.531
H 0.565 4.001 -1.455
H 0.607 2.560 -2.563
*
```

# 2
DFT (ωB97M-V/def2-TZVPD) results for a molecular structure, C45H51BBrF4MoN4O4SSi.

```
! RIJCOSX wB97M-V def2-TZVPD def2/J DEFGRID3
* xyz -1 3
Mo 0.842 -0.478 0.397
C 4.267 -1.699 2.976
C 5.236 -2.083 2.068
C 4.995 -1.889 0.726
C 3.778 -1.340 0.309
N 2.816 -1.060 1.189
C 3.080 -1.194 2.488
C 3.452 -0.950 -1.086
C 4.358 -1.053 -2.141
C 4.004 -0.588 -3.397
C 2.748 -0.005 -3.585
C 1.834 0.065 -2.545
C 2.175 -0.404 -1.268
H 4.427 -1.764 4.048
H 6.179 -2.504 2.405
H 5.740 -2.140 -0.017
H 2.302 -0.863 3.155
H 5.350 -1.474 -1.988
H 4.706 -0.665 -4.222
H 2.475 0.412 -4.554
H 0.869 0.525 -2.728
Br 4.187 -3.373 -8.334
C 2.515 -3.562 -7.463
C 1.939 -2.466 -6.850
C 0.713 -2.595 -6.201
C 0.040 -3.811 -6.216
C 0.635 -4.893 -6.850
C 1.878 -4.787 -7.463
N -1.341 -4.059 -5.807
N -2.032 -3.368 -5.033
C -1.612 -2.650 -3.867
C -2.356 -1.516 -3.607
C -2.120 -0.638 -2.538
C -1.147 -0.949 -1.636
O -0.763 -0.201 -0.638
C -0.419 -2.190 -1.806
N 0.515 -2.408 -0.846
C 1.216 -3.508 -0.896
C 1.035 -4.471 -1.902
C 0.133 -4.247 -2.895
C -0.625 -3.049 -2.898
H 2.443 -1.512 -6.877
H 0.270 -1.728 -5.726
H 0.091 -5.833 -6.864
H 2.339 -5.644 -7.939
H -3.120 -1.268 -4.340
H -2.649 0.302 -2.455
H 1.943 -3.652 -0.104
H 1.619 -5.384 -1.881
H 0.002 -4.985 -3.668
C -3.470 3.645 1.192
C -3.291 2.132 1.239
C -4.080 1.543 2.406
C -3.727 1.534 -0.081
O -1.897 1.777 1.389
Si -0.688 2.332 2.335
S 1.139 1.400 1.769
O -0.543 3.950 2.460
C 0.157 5.093 1.917
C 1.405 4.693 1.144
C -0.789 5.853 1.009
C 0.535 5.943 3.119
O -1.106 1.805 3.855
C -0.559 1.936 5.168
C -0.810 0.610 5.858
C 0.936 2.243 5.150
C -1.313 3.069 5.858
H -4.525 3.882 1.006
H -2.868 4.060 0.379
H -3.164 4.108 2.138
H -5.138 1.828 2.325
H -3.683 1.916 3.359
H -4.005 0.448 2.416
H -4.789 1.745 -0.261
H -3.566 0.451 -0.089
H -3.132 1.990 -0.880
H 1.153 4.068 0.281
H 2.097 4.133 1.779
H 1.902 5.599 0.780
H -1.015 5.265 0.113
H -0.313 6.788 0.691
H -1.722 6.091 1.533
H 1.238 5.400 3.761
H -0.359 6.181 3.706
H 1.005 6.878 2.794
H -0.361 -0.199 5.270
H -1.885 0.420 5.937
H -0.369 0.603 6.864
H 1.495 1.421 4.698
H 1.293 2.405 6.173
H 1.137 3.145 4.556
H -2.375 2.816 5.940
H -1.216 3.985 5.263
H -0.914 3.253 6.866
C 0.167 -1.966 1.885
C -1.115 -2.672 1.509
C -2.315 -1.954 1.393
C -3.508 -2.589 1.067
C -3.536 -3.962 0.831
C -2.355 -4.687 0.935
C -1.163 -4.047 1.280
H 0.927 -2.679 2.196
H -0.046 -1.295 2.724
H -2.293 -0.883 1.572
H -4.423 -2.007 0.993
H -4.469 -4.461 0.590
H -2.359 -5.758 0.763
H -0.250 -4.635 1.381
F 0.280 2.266 -1.173
B -0.402 2.999 -2.190
F -0.731 2.096 -3.266
F 0.429 4.054 -2.664
F -1.619 3.540 -1.639
*
```

Relative energy (zero: lowest compared OMol25 entry of this formula, charge and spin) in kcal per mole: 0.0

Number 1: energy -2870.71182 hartree, F_max 3.546 eV/A, molar mass 814.0 g/mol. Number 2: energy -6020.09175 hartree, F_max 1.658 eV/A, molar mass 1034.7 g/mol.